(1)
A molecular structure, C9H11NdO6 in a non-equilibrium geometry, computed with ωB97M-V/def2-TZVPD.

Output
* multiplicity: 4
* charge: +2
* LUMO energy (spin up / spin down): -0.3585 / -0.3521 hartree

The geometry in XYZ format:
```
27
C9H11NdO6, DFT ωB97M-V/def2-TZVPD
O -0.004 2.257 -5.230
C -0.015 2.135 -4.086
Nd 0.010 0.744 -0.362
C -0.195 0.613 2.221
O -0.158 0.606 3.393
C -0.039 -2.007 -0.094
O -0.029 -3.158 -0.031
C 2.370 0.104 -0.519
O 3.528 -0.076 -0.596
C -2.427 -0.114 -0.330
O -3.541 -0.264 -0.520
H 0.042 -0.463 -1.956
C 3.040 0.455 2.791
C 2.970 -0.986 2.340
O 1.632 -1.318 1.896
C 0.948 -2.265 2.738
C 1.102 -2.006 4.239
H 2.762 1.166 2.001
H 4.079 0.675 3.075
H 2.398 0.626 3.663
H 3.616 -1.113 1.472
H 3.381 -1.664 3.132
H -0.103 -2.194 2.465
H 1.282 -3.303 2.513
H 0.728 -1.013 4.514
H 0.490 -2.753 4.770
H 2.144 -2.107 4.573
```

(2)
2 unconnected molecules or ions with the total composition C3H3N3 in a non-equilibrium geometry, computed with ωB97M-V/def2-TZVPD.

Output
* multiplicity: 1
* charge: 0
* LUMO energy (spin up / spin down): -0.0979 / -0.1002 hartree

The geometry in XYZ format:
```
9
C3H3N3, DFT ωB97M-V/def2-TZVPD
C -0.231 -1.255 0.001
C -2.140 0.860 -0.060
C 0.526 -0.219 0.374
N -0.634 -2.330 -0.125
N -3.196 1.277 -0.069
N 1.410 0.468 -0.362
H 0.618 -0.051 1.407
H 1.597 0.386 -1.384
H 2.051 0.864 0.219
```